Record 1
DFT (wB97M-V/def2-TZVPD) results for 2 unconnected molecules or ions with the total composition C36H31N3O in a non-equilibrium geometry.

Each line ends with the Mulliken charge.
CARTESIAN COORDINATES (ANGSTROEM)
C  -3.90  0.37  -3.94  -0.55
C  -2.79  -0.40  -4.29  -0.90
C  -1.68  -0.47  -3.45  -0.62
C  -1.60  0.38  -2.31  1.44
C  -0.38  0.50  -1.52  1.84
C  0.87  0.10  -2.20  -0.33
O  1.64  -0.77  -1.78  -0.69
C  1.18  0.76  -3.53  0.46
C  0.70  2.01  -3.90  0.00
C  1.01  2.54  -5.16  -0.85
C  1.81  1.81  -6.05  -0.39
C  2.31  0.56  -5.67  -0.60
C  2.01  0.04  -4.41  -0.50
C  -0.32  1.60  -0.66  -0.83
N  -0.34  2.51  0.08  -0.85
C  -2.74  1.14  -1.96  -0.42
C  -3.88  1.13  -2.76  -0.75
H  -4.77  0.40  -4.59  0.41
H  -2.78  -0.94  -5.24  0.40
H  -0.84  -1.12  -3.69  0.51
H  0.08  2.56  -3.19  0.38
H  0.64  3.53  -5.43  0.40
H  2.05  2.22  -7.03  0.37
H  2.95  -0.01  -6.34  0.39
H  2.41  -0.92  -4.09  0.39
H  -2.70  1.79  -1.08  0.41
H  -4.73  1.75  -2.46  0.42
C  -2.99  -1.62  0.11  -1.96
C  -2.38  -0.79  1.17  0.53
N  -3.10  -0.17  2.13  0.32
C  -4.55  -0.20  2.24  -1.05
C  -2.26  0.53  3.00  -0.32
C  -0.93  0.36  2.56  1.42
C  0.09  1.05  3.22  0.34
C  -0.25  1.85  4.32  -1.12
C  -1.59  2.05  4.70  -0.61
C  -2.62  1.37  4.05  -1.08
C  -1.01  -0.48  1.37  1.09
C  0.06  -0.89  0.57  -1.22
C  1.34  -1.14  1.16  0.14
C  1.67  -2.26  1.97  0.46
C  0.83  -3.39  2.38  -1.81
N  2.96  -2.12  2.39  0.18
C  3.63  -3.05  3.28  -1.03
C  3.51  -0.94  1.90  -0.38
C  2.51  -0.28  1.15  0.93
C  2.74  1.03  0.74  0.62
C  3.97  1.63  1.04  -1.28
C  4.94  0.96  1.80  -0.66
C  4.72  -0.35  2.23  -1.08
H  -2.20  -2.02  -0.53  0.22
H  -3.55  -2.46  0.55  0.58
H  -3.66  -1.03  -0.52  0.37
H  -4.87  0.69  2.79  0.38
H  -4.99  -0.18  1.23  0.36
H  -4.89  -1.10  2.76  0.30
H  1.11  0.98  2.83  0.39
H  0.55  2.35  4.88  0.42
H  -1.82  2.73  5.52  0.37
H  -3.67  1.46  4.32  0.31
H  -0.15  -1.40  -0.37  0.85
H  -0.12  -3.34  1.84  0.36
H  1.32  -4.35  2.15  0.49
H  0.59  -3.39  3.46  0.32
H  4.69  -2.79  3.31  0.38
H  3.22  -3.00  4.30  0.32
H  3.52  -4.08  2.91  0.31
H  1.95  1.56  0.21  0.27
H  4.16  2.64  0.67  0.43
H  5.87  1.47  2.05  0.39
H  5.45  -0.92  2.81  0.23

As for the total energy: -1629.86765 a.u. For the highest occupied orbital energy, the calculation gives -6.5 eV. The HOMO-LUMO gap comes out at 5.6 eV.

Record 2
DFT (wB97M-V/def2-TZVPD) results for a molecular structure, C15H30BCl2F4N3S5SeW.

Each line ends with the Mulliken charge.
CARTESIAN COORDINATES (ANGSTROEM)
W  0.43  -0.07  0.44  0.70
C  4.03  -0.08  0.24  -0.58
C  3.78  -1.46  0.81  -1.06
S  2.11  -1.72  1.49  0.13
C  2.30  -1.16  3.21  -1.07
C  2.39  0.34  3.36  -0.65
S  1.02  1.20  2.51  0.25
C  1.83  2.75  2.05  -0.62
C  0.90  3.46  1.08  -1.00
S  0.26  2.40  -0.26  0.34
C  1.52  2.65  -1.55  -0.96
C  2.88  2.08  -1.19  -0.72
S  2.66  0.30  -0.88  0.12
H  4.94  -0.07  -0.35  0.62
H  4.10  0.69  1.01  0.19
H  4.49  -1.69  1.61  0.64
H  3.89  -2.23  0.04  0.45
H  3.19  -1.65  3.62  0.66
H  1.43  -1.57  3.73  0.33
H  3.31  0.73  2.94  0.34
H  2.33  0.63  4.41  0.66
H  2.82  2.55  1.63  0.22
H  1.95  3.35  2.95  0.60
H  1.38  4.32  0.62  0.55
H  0.01  3.81  1.60  0.38
H  1.57  3.72  -1.74  0.62
H  1.12  2.18  -2.45  0.32
H  3.32  2.57  -0.33  0.36
H  3.56  2.18  -2.04  0.60
Se  -1.01  -1.04  2.46  0.20
C  -0.68  -2.83  2.27  0.22
N  -0.46  -3.96  2.17  -0.50
F  0.54  -0.84  -2.25  -0.26
B  0.71  -2.17  -1.75  -0.47
F  0.06  -1.98  -0.38  0.06
F  0.03  -3.08  -2.46  -0.19
F  2.02  -2.46  -1.48  -0.22
Cl  -2.23  1.52  5.09  -0.12
C  -3.14  2.52  3.97  -0.48
Cl  -2.43  2.49  2.33  -0.03
H  -3.12  3.55  4.32  0.36
H  -4.15  2.14  3.89  0.33
C  -1.79  0.98  -3.27  -0.90
N  -2.55  -0.22  -2.92  0.24
C  -3.67  -0.50  -3.83  -1.21
C  -2.40  -0.79  -1.73  0.52
S  -1.95  0.25  -0.36  -0.17
N  -2.75  -2.05  -1.51  0.33
C  -2.89  -3.04  -2.59  -1.34
C  -3.02  -2.61  -0.18  -1.18
H  -1.70  1.02  -4.35  0.46
H  -0.79  0.90  -2.85  0.04
H  -2.28  1.88  -2.91  0.36
H  -4.14  0.45  -4.07  0.42
H  -4.40  -1.14  -3.34  0.40
H  -3.33  -0.97  -4.75  0.38
H  -2.36  -2.70  -3.47  0.44
H  -3.93  -3.23  -2.81  0.35
H  -2.42  -3.96  -2.25  0.42
H  -3.01  -1.84  0.57  0.32
H  -2.27  -3.37  0.05  0.38
H  -4.00  -3.08  -0.21  0.44

As for the expectation value of S²: 2.024. As for the total energy: -6557.68725 a.u. For the highest occupied orbital energy (spin up / spin down), the calculation gives -13.9 / -13.8 eV. The calculation puts the energy relative to the best compared isomer or geometry (same formula, charge and spin) at 0.553 eV. Its spin multiplicity is 3. Its charge is +2. The HOMO-LUMO gap (spin up / spin down) comes out at 7.4 / 6.0 eV.

- Number 2 is which compound?
  C15H30BCl2F4N3S5SeW

- Number 2 is which compound?
  C15H30BCl2F4N3S5SeW

- Number 1 is which compound?
  C36H31N3O